Entry 1:
A single CH2O3S molecule in a non-equilibrium geometry, computed with ωB97M-V/def2-TZVPD.

energy relative to the best compared isomer or geometry (same formula, charge and spin): 2.841 eV
LUMO level: 0.3 eV
total energy: -663.0685 hartree
HOMO level: -9.696 eV
frontier orbital gap: 9.966 eV

Atoms and positions in Å:
O -1.77173 0.96215 1.90389
H -2.14669 0.04249 -0.18764
O 1.76495 -0.30374 -0.86419
S -1.43028 -0.25894 1.19114
C 0.56271 -0.62651 -0.58249
H 2.41522 0.31730 -0.28171
O 0.08892 -0.05121 0.55521

***

Entry 2:
2 unconnected molecules or ions with the total composition C23H33N10O4S in a non-equilibrium geometry, computed with ωB97M-V/def2-TZVPD.

LUMO level: -2.8 eV
charge: +1
total energy: -2142.8579 hartree
HOMO level: -9.856 eV
frontier orbital gap: 7.034 eV

Atoms and positions in Å:
O -0.21771 -0.14460 5.37690
H -1.12483 -2.48591 1.32157
N 2.43272 6.48602 0.80239
N -1.78073 4.68328 -2.18941
H 1.37839 -1.47594 3.23659
C -0.02729 1.05247 -3.62989
N 1.51866 5.46859 -0.95548
C 0.39080 -1.69811 3.63714
C 1.31378 6.10013 0.16270
H 2.64229 -2.81633 5.03060
N 1.12977 -1.74776 6.04764
H -2.67379 -1.95258 -3.05788
O -2.11572 6.29871 0.51370
H -0.61712 1.41022 -5.66780
H 2.48010 -4.01976 -1.92979
C 1.81739 -2.17600 -2.82639
H -3.91318 1.14337 -2.17882
C 1.32607 -0.53589 -5.04996
N 0.18298 -3.16273 3.55945
H 0.17312 -1.37934 0.80876
H 0.69947 -0.72991 -1.70656
H 2.83319 -2.56330 -0.97884
H -0.01510 7.05699 1.42483
C 2.32540 -2.52028 -4.08350
H 1.01105 -1.32265 6.95532
H -3.21662 1.12871 -0.59710
H -0.36875 0.10823 2.73930
C -1.01295 4.16180 -3.11636
H -3.67346 -0.59993 -3.50175
H 1.17517 -3.20203 -1.05194
H 0.62002 2.51464 -5.06851
H -1.75332 -2.01591 -1.00318
H -0.79954 -5.64110 2.98326
N 0.08364 6.35557 0.70497
N 0.31933 4.37851 -2.83142
C -0.83064 -3.83084 4.12486
O -1.76597 -3.28705 4.69079
H 2.74577 -2.85524 6.79822
N -2.12549 -1.11378 -0.76605
C 2.09216 -3.04235 -1.62603
H 1.50604 -3.81707 5.97754
H -1.44598 0.42811 0.50972
C 2.05827 -2.87588 5.94987
C 0.41709 -1.14825 5.08758
H -2.74886 -0.57892 1.17128
C -0.64564 -0.94761 2.76595
C -0.90224 5.26367 -1.25967
H 2.49245 -1.97189 -6.15789
C -1.04312 6.00967 0.00228
H 1.17062 0.06922 -5.93867
C 2.08416 -1.70115 -5.18760
C 0.79330 -0.16806 -3.79861
C -1.82747 -0.59342 0.58350
H 1.11202 4.10870 -3.40193
H 3.26951 6.10772 0.37012
C -0.30940 2.00407 -4.80436
H 2.39144 6.52678 1.81309
H -1.66282 -5.74596 4.53222
H 0.89929 -3.71946 3.12164
C -0.78795 -1.44859 1.31947
O -0.53365 1.27095 -2.53332
C -2.87501 -0.50951 -1.67421
H -1.62236 -1.01843 3.24918
S -1.63416 3.26260 -4.50017
H 2.91925 -3.42205 -4.20914
C -0.78671 -5.33834 4.02760
H 0.11133 -5.71134 4.51584
C 0.39291 5.05523 -1.65331
N -3.08280 -1.06375 -2.83634
N -3.43422 0.64666 -1.45134
C 1.06566 -1.00167 -2.69268

***

Entry 3:
A molecular structure, C8H24F2O4S4Tl in a non-equilibrium geometry, computed with ωB97M-V/def2-TZVPD.

LUMO level: -8.0 eV
charge: +1
total energy: -2584.4744 hartree
HOMO level: -11.965 eV
frontier orbital gap: 3.921 eV

Atoms and positions in Å:
H 5.90992 -1.34758 0.57324
C 3.81303 -3.58824 -0.47301
O -0.57590 -1.63857 1.29363
H -3.74543 0.63683 -2.09958
H 4.86282 -0.87181 -0.78163
H -0.97993 2.71896 -5.06241
H -3.82677 -0.30116 1.91021
S -0.99423 -1.49099 2.74220
H 4.39681 -0.36198 0.81100
H 1.38711 -1.07045 3.45718
H -0.77751 4.47305 -4.65748
C -0.74401 -3.09194 3.57701
H 4.80468 -4.03633 -0.41024
H 0.30625 -3.37933 3.52744
S 3.64112 -2.44311 0.86788
C -0.06463 4.50542 -1.72761
H 0.12057 4.38815 -0.65987
Tl 0.43575 -0.77688 -1.14817
H -1.41191 -3.74876 3.01970
O 2.24730 -1.81081 0.69625
H 0.92285 4.51763 -2.18894
C 4.87882 -1.17340 0.26570
H 2.86349 -4.11985 -0.53516
H 0.16975 -0.59303 4.68249
F 0.58558 -3.55940 -1.85232
O -1.55307 0.66538 -0.03185
S -0.90642 2.98913 -2.52634
C -3.77494 0.77397 1.73848
H -4.73853 0.35718 -0.62239
H 3.73326 -2.88823 -1.30471
H 0.62993 0.37590 3.27490
C -4.05025 1.03243 -1.13073
C -0.60439 3.44452 -4.34086
H -3.12453 1.02736 2.57567
O -0.03546 1.78473 -2.15646
H 0.47812 3.37646 -4.44878
H -4.50467 1.96876 -1.45464
H -0.96991 -3.09251 4.64334
F -0.89865 -1.08527 -3.81633
H -0.66992 5.40823 -1.80917
H -4.78037 1.19443 1.75933
C 0.40175 -0.63314 3.61822
S -2.85747 1.46424 0.20481

***

Entry 4:
A molecular structure, CCl2N2O3S in a non-equilibrium geometry, computed with ωB97M-V/def2-TZVPD.

energy relative to the best compared isomer or geometry (same formula, charge and spin): 0.000 eV
LUMO level (alpha / beta): -2.3 / -2.4 eV
total energy: -1691.7189 hartree
HOMO level (alpha / beta): -9.666 / -10.259 eV
frontier orbital gap (alpha / beta): 7.381 / 7.820 eV

Atoms and positions in Å:
O 0.14028 0.08914 2.71303
C 0.69399 -0.19071 1.71133
S 0.98682 -0.11940 -1.01774
Cl -2.43449 0.22215 0.93681
N 1.10882 -0.61339 0.66751
O 1.70640 -1.07982 -1.81381
N -2.09348 0.73820 -0.66614
O 1.25674 1.30344 -1.01990
Cl -1.36509 -0.34961 -1.51108

***

Entry 5:
A single C13H12BNO2 molecule in a non-equilibrium geometry, computed with ωB97M-V/def2-TZVPD.

energy relative to the best compared isomer or geometry (same formula, charge and spin): 0.964 eV
LUMO level: 0.6 eV
total energy: -732.7328 hartree
HOMO level: -7.558 eV
frontier orbital gap: 8.156 eV

Atoms and positions in Å:
C -1.85601 -1.40150 3.02611
H 0.16515 -0.70980 -2.49513
C 1.11560 3.63527 -2.06941
C -0.40244 -1.97128 1.17355
B 0.66969 2.07501 -3.65160
C 0.58884 0.79828 0.45779
H 2.11387 4.11740 -1.86829
H -2.64892 -0.80849 3.44865
C 0.47888 -0.25242 -0.42225
H -0.21029 1.86819 -5.37302
H 0.38141 4.24720 -1.68863
H 0.59752 -3.85644 1.51805
O 0.68811 3.43766 -3.48647
C 0.93777 2.01797 0.00646
C 1.02801 2.28387 -1.33811
C -0.63201 -3.39841 3.11897
H 0.54961 -2.36078 -0.57972
C -1.54508 -2.55563 3.64225
O 0.24656 1.26195 -4.71089
H -0.23361 -4.22946 3.66781
H 1.05829 2.84262 0.76149
C 0.84031 1.26877 -2.29385
C -1.27814 -1.09030 1.83408
H 0.44658 0.50587 1.48666
C 0.55798 0.02280 -1.80429
N 0.21438 -1.57254 -0.00947
C -0.18417 -3.18639 1.79029
H -2.03578 -2.80253 4.53230
H -1.65213 -0.18691 1.32669

***

Entry 6:
13 unconnected molecules or ions with the total composition H26O13 in a non-equilibrium geometry, computed with ωB97M-V/def2-TZVPD.

energy relative to the best compared isomer or geometry (same formula, charge and spin): 1.400 eV
LUMO level (alpha / beta): -3.3 / -10.6 eV
charge: +1
total energy: -993.3119 hartree
HOMO level (alpha / beta): -13.820 / -13.820 eV
2S+1: 2
frontier orbital gap (alpha / beta): 10.524 / 3.188 eV

Atoms and positions in Å:
H 2.72079 -2.54476 -2.74707
H -2.20982 1.30873 -2.14706
H -2.83819 1.69753 0.12737
H -3.08807 3.06591 -0.52323
H -0.79832 -0.80379 -1.45334
H 0.41177 -3.60272 0.51078
H 0.69164 -0.30019 4.58812
H -0.08358 4.24107 2.30431
H 1.63974 -2.04175 1.15447
O -2.03387 0.48625 -2.63104
H -3.51661 -1.95317 -1.65027
O 1.98133 -2.36918 -2.15946
H -3.55773 -2.56008 -0.19251
H 1.22388 0.27833 1.85091
H 2.28689 -1.90908 -1.37070
H 0.58469 3.21903 -2.42006
H -1.11631 0.59364 -2.90247
H 0.29882 -0.88151 3.18773
O 2.44700 -1.92681 0.60805
O -3.39313 -2.73943 -1.11943
H 2.05775 2.60716 -1.04109
O -2.44333 2.35859 -0.44738
H 1.80705 2.79250 0.42402
H -0.57276 -1.71932 0.66384
H 1.30339 -4.03889 -0.64900
O 0.86040 -4.40060 0.15643
O 2.36845 3.08597 -0.29714
O 0.23903 -0.11774 3.76436
H 2.34228 0.75483 0.97701
H 0.01372 0.16537 -0.76005
H -0.56669 3.19063 1.41835
H -0.55844 2.90418 -1.48207
O -0.23359 -1.85575 1.56939
O 0.18709 2.48842 -1.93295
H 2.13763 -1.11833 0.15587
H -0.88657 -2.13289 2.20849
O -0.92476 3.87750 1.99392
O -0.15599 -0.78829 -0.71977
O 1.37438 0.68864 0.98265